1.
This record from OMol25 describes 2 unconnected molecules or ions with the total composition C11H18O. The level of theory is wB97M-V/def2-TZVPD.

As for the net charge: 0. The energy above the lowest of the compared OMol25 structures with the same formula, charge and spin comes out at 0.9063 eV. For the HOMO-LUMO gap, the calculation gives 0.3484 Eh. As for the SMILES: Cc1ccc(O)cc1.CC(C)C. The value obtained for the molar mass is 166.26 g mol⁻¹.

Each line ends with the Löwdin charge.
CARTESIAN COORDINATES (ANGSTROEM)
1 C -0.4491 1.8031 3.7448  -0.4786
2 C -0.1151 2.7818 2.5996  -0.0862
3 C -1.9732 1.7398 3.9405  -0.0877
4 C 0.2296 0.4307 3.6295  -0.0766
5 H -0.0738 2.3272 4.6252  0.1139
6 H 0.7271 2.4167 1.9980  0.0647
7 H -2.4740 1.6310 2.9889  0.0707
8 H -2.1532 0.9493 4.6526  0.0691
9 H -2.1988 2.7039 4.3905  0.0749
10 H 1.1171 0.5972 3.0256  0.0591
11 H 0.6076 0.0876 4.5925  0.0726
12 H 0.2432 3.7206 2.9795  0.0630
13 H -0.8950 2.9080 1.8492  0.0697
14 H -0.4463 -0.2780 3.1527  0.0717
15 C 0.5375 -2.8348 0.1323  -0.0605
16 C 0.4052 -1.7614 -0.9043  -0.2840
17 C -0.8231 -1.3799 -1.4339  -0.0472
18 C 1.5639 -1.2995 -1.5136  -0.0453
19 C -0.9038 -0.5630 -2.5416  -0.0144
20 C 1.5041 -0.4826 -2.6376  -0.0140
21 C 0.2726 -0.1630 -3.1688  -0.3375
22 O 0.1834 0.6498 -4.2777  0.0141
23 H -0.0323 -3.7330 -0.1144  0.0819
24 H 0.0999 -2.5901 1.1125  0.0728
25 H -1.7203 -1.7831 -0.9809  0.1134
26 H 2.4972 -1.4974 -1.0136  0.1066
27 H -1.8018 -0.0577 -2.8718  0.1177
28 H 2.3910 -0.1272 -3.1491  0.1171
29 H 0.3136 1.5903 -4.1041  0.1097
30 H 1.5526 -3.0757 0.4141  0.0694

2.
This record from OMol25 describes C11H18O4Si in the gas phase. The level of theory is wB97M-V/def2-TZVPD.

As for the net charge: 0. The energy above the lowest of the compared OMol25 structures with the same formula, charge and spin comes out at 2.2372 eV. For the HOMO-LUMO gap, the calculation gives 0.3184 Eh. As for the SMILES: C[Si](C)(C)CCOC(=O)/C=C/C=C/C(=O)O. The value obtained for the molar mass is 242.35 g mol⁻¹.

Each line ends with the Löwdin charge.
CARTESIAN COORDINATES (ANGSTROEM)
1 O 6.1527 -2.6325 1.3536  0.0815
2 O -0.7997 -0.7658 0.0480  0.0164
3 O 5.0899 -2.8253 3.3296  0.0651
4 O -0.0104 -0.8872 -2.0648  0.0229
5 C 5.1011 -2.5369 1.9677  -0.4770
6 C 0.1031 -1.0319 -0.7122  -0.4516
7 C 3.9014 -2.0431 1.2896  0.0042
8 C 1.4046 -1.4145 -0.1642  0.0422
9 C 2.7154 -1.9107 1.8744  -0.0478
10 C 1.5203 -1.5391 1.1726  -0.0339
11 C -1.3278 -0.4815 -2.3718  -0.2277
12 C -0.8069 2.0400 0.7132  -0.1644
13 C -3.4916 0.5552 0.0459  -0.1706
14 C -2.9231 3.3403 -1.0245  -0.1877
15 C -1.5120 1.0300 -2.2093  -0.2111
16 Si -2.1532 1.7107 -0.5737  0.4904
17 H 6.0324 -2.9971 3.5787  0.1359
18 H 4.0438 -1.6968 0.2739  0.1235
19 H 2.1610 -1.7561 -0.8543  0.1186
20 H 2.6180 -2.1891 2.8972  0.1132
21 H 0.6280 -1.3940 1.7500  0.1171
22 H -1.5145 -0.8194 -3.4111  0.1335
23 H -2.0424 -0.9695 -1.7023  0.1063
24 H -1.0762 2.7730 1.5016  0.0422
25 H 0.0999 2.2749 0.2000  0.0168
26 H -0.6421 1.0809 1.2509  0.0227
27 H -4.2671 0.3331 -0.6830  0.0355
28 H -3.9670 1.0819 0.8770  0.0321
29 H -2.9661 -0.3485 0.3352  0.0108
30 H -3.7347 3.5779 -0.3401  0.0289
31 H -2.1630 4.1123 -1.0554  0.0279
32 H -3.3800 3.2758 -2.0180  0.0282
33 H -2.2129 1.4789 -2.9131  0.0712
34 H -0.5807 1.5740 -2.3615  0.0848

3.
This record from OMol25 describes C11H18SSi in the gas phase. The level of theory is wB97M-V/def2-TZVPD.

As for the net charge: 0. The energy above the lowest of the compared OMol25 structures with the same formula, charge and spin comes out at 0.0741 eV. For the HOMO-LUMO gap, the calculation gives 0.3296 Eh. As for the SMILES: CSc1ccc(C[Si](C)(C)C)cc1. The value obtained for the molar mass is 210.42 g mol⁻¹.

Each line ends with the Löwdin charge.
CARTESIAN COORDINATES (ANGSTROEM)
1 S -0.8939 -0.4982 4.4751  0.8613
2 C 0.6465 -1.1774 2.3931  -0.1019
3 C -1.3258 0.1593 1.8507  -0.1013
4 C 0.9434 -1.4044 1.0668  -0.0376
5 C -1.0172 -0.0245 0.5208  -0.0539
6 C -0.5063 -0.4440 2.7681  -0.5712
7 C 0.0620 -0.8650 0.1181  -0.2804
8 C -2.2638 -1.4974 4.3383  -0.4654
9 C 2.1233 0.4628 -3.3657  -0.1736
10 C 1.3745 1.8669 -0.7930  -0.1658
11 C -0.7576 1.6088 -3.0646  -0.1514
12 C 0.3123 -0.8890 -1.3444  -0.2039
13 Si 0.7251 0.8123 -2.1393  0.5574
14 H 1.1521 -1.6598 3.2765  0.1106
15 H -2.0952 0.8151 2.1672  0.1047
16 H 1.6408 -2.2163 0.8821  0.1155
17 H -1.6853 0.4246 -0.1789  0.1022
18 H -3.0362 -0.9778 3.7841  0.0338
19 H -2.7400 -1.7742 5.2500  0.0313
20 H -1.9092 -2.3701 3.7667  0.0560
21 H 1.6837 0.4567 -4.3560  0.0174
22 H 2.7343 1.2961 -3.4473  -0.0074
23 H 2.6984 -0.5013 -3.2942  0.0540
24 H 2.3654 1.4477 -0.5918  0.0496
25 H 1.4420 2.8477 -1.2319  0.0318
26 H 0.8094 1.8202 0.1165  0.0213
27 H -1.0032 0.9891 -3.9063  0.0236
28 H -0.5703 2.5718 -3.4099  0.0017
29 H -1.5595 1.6566 -2.3676  0.0060
30 H -0.5025 -1.4026 -1.7603  0.0684
31 H 1.1531 -1.5336 -1.5229  0.0671

4.
This record from OMol25 describes a molecular structure, C11H19AgNO7. The level of theory is wB97M-V/def2-TZVPD.

As for the net charge: -3. The energy above the lowest of the compared OMol25 structures with the same formula, charge and spin comes out at 3.0204 eV. For the HOMO-LUMO gap, the calculation gives 0.0579 Eh. The value obtained for the molar mass is 385.14 g mol⁻¹.

Each line ends with the Löwdin charge.
CARTESIAN COORDINATES (ANGSTROEM)
1 Ag 5.1274 -18.5236 3.4616  0.7528
2 C 3.1606 -16.8929 2.0900  -0.9408
3 O 2.5070 -15.9045 2.5956  -0.1796
4 O 2.8847 -17.9995 2.7861  -0.2813
5 O 4.4076 -16.7605 1.7909  -0.2563
6 C 4.5662 -16.8794 5.7884  -1.0042
7 O 5.7711 -16.8753 5.3162  -0.2352
8 O 3.8977 -15.7989 5.9054  -0.1643
9 O 3.8855 -17.9837 5.6599  -0.2192
10 C 9.4687 -21.7438 2.3639  -0.1026
11 C 7.9161 -21.7727 2.2844  -0.5105
12 C 7.5096 -23.2816 2.4566  -0.1600
13 C 7.4360 -23.8071 3.8925  -0.2195
14 C 6.6666 -22.8766 4.8212  -0.1557
15 C 7.1655 -21.4280 4.7463  -0.5027
16 N 7.3211 -20.9673 3.3499  -0.0971
17 O 7.6692 -19.6054 3.2207  -0.0348
18 C 6.0728 -20.5615 5.3803  -0.0613
19 C 8.4242 -21.3472 5.6137  -0.0745
20 C 7.5092 -21.3551 0.8857  -0.0591
21 H 9.7711 -22.0385 3.3704  0.0507
22 H 9.8083 -20.7152 2.2259  0.0701
23 H 9.9604 -22.4248 1.6697  0.0555
24 H 6.5515 -23.4230 1.9546  0.1076
25 H 8.3875 -23.7541 2.0156  0.0870
26 H 8.4902 -23.8042 4.1963  0.0825
27 H 7.1471 -24.8591 3.9015  0.0877
28 H 6.7530 -23.2152 5.8597  0.1083
29 H 5.5852 -22.9887 4.6993  0.1152
30 H 6.2325 -19.4837 5.2774  0.0478
31 H 5.0663 -20.7202 4.9890  0.0799
32 H 6.0195 -20.8057 6.4452  0.0861
33 H 8.8471 -20.3366 5.5682  0.0810
34 H 8.2366 -21.4050 6.6881  0.0751
35 H 9.1480 -22.1186 5.3523  0.0485
36 H 8.0168 -21.9751 0.1422  0.0702
37 H 7.7565 -20.3133 0.6777  0.0836
38 H 6.4362 -21.4623 0.7141  0.0855
39 H 8.5317 -19.5663 3.6617  0.0832

5.
This record from OMol25 describes a molecular structure, C11H19AsCl3GeIN3S2V. The level of theory is wB97M-V/def2-TZVPD.

The expectation value of S² is 0.7999. As for the spin multiplicity: 2. As for the net charge: +3. The energy above the lowest of the compared OMol25 structures with the same formula, charge and spin comes out at 0.9629 eV. For the HOMO-LUMO gap (alpha / beta), the calculation gives 0.1823 / 0.2012 Eh. The value obtained for the molar mass is 689.17 g mol⁻¹.

Each line ends with the Löwdin spin population.
CARTESIAN COORDINATES (ANGSTROEM)
1 V 0.3107 0.1147 0.5121  1.1697
2 S -0.2366 0.4095 -1.6969  -0.0331
3 C 0.9439 1.2370 -2.7098  0.0005
4 N 1.6724 2.2859 -2.3994  -0.0029
5 C 2.3930 2.8125 -3.5829  -0.0003
6 C 1.9865 1.8136 -4.6919  -0.0003
7 N 1.0704 0.9025 -3.9729  -0.0028
8 H 1.6408 2.7446 -1.5050  0.0000
9 H 3.4635 2.8177 -3.3932  -0.0002
10 H 2.0585 3.8257 -3.7919  -0.0001
11 H 2.8321 1.2517 -5.0813  -0.0003
12 H 1.4635 2.2920 -5.5161  0.0000
13 H 0.5588 0.1464 -4.4030  -0.0002
14 I -4.4854 -3.3645 1.0946  -0.0012
15 C -3.6647 -1.4720 1.0233  0.0001
16 C -4.4424 -0.3204 1.1409  0.0123
17 C -3.8355 0.9256 1.0852  -0.0014
18 C -2.4704 1.0058 0.9150  0.0081
19 N -1.7154 -0.1058 0.8099  -0.0139
20 C -2.3011 -1.3194 0.8660  0.0041
21 H -5.5146 -0.3971 1.2710  0.0004
22 H -4.4178 1.8325 1.1704  -0.0004
23 H -1.9675 1.9619 0.8509  0.0003
24 H -1.6534 -2.1794 0.7762  0.0011
25 Cl 1.1483 1.9435 1.1457  -0.0514
26 Ge 2.6077 -0.8455 -0.2765  -0.0256
27 Cl 4.1962 -1.6550 0.8292  -0.0166
28 Cl 3.5114 -0.3200 -2.0984  -0.0130
29 C 0.2199 -3.3383 4.6929  -0.0024
30 As 1.5514 -2.7433 3.4591  0.0048
31 C 2.0029 -4.1908 2.2885  0.0002
32 C 3.0591 -2.0747 4.4281  0.0033
33 S 0.4673 -1.0956 2.4378  -0.0397
34 H 0.6591 -4.1434 5.2838  -0.0004
35 H -0.6443 -3.7051 4.1432  0.0001
36 H -0.0631 -2.5135 5.3441  0.0000
37 H 2.1623 -5.0649 2.9225  0.0003
38 H 2.9147 -3.9701 1.7433  0.0000
39 H 1.1728 -4.3872 1.6129  0.0001
40 H 3.3133 -2.8221 5.1814  0.0007
41 H 2.7789 -1.1434 4.9169  0.0000
42 H 3.8996 -1.9185 3.7602  0.0000

6.
This record from OMol25 describes C11H19BN2O in the gas phase. The level of theory is wB97M-V/def2-TZVPD.

As for the net charge: 0. The energy above the lowest of the compared OMol25 structures with the same formula, charge and spin comes out at 0.0000 eV. For the HOMO-LUMO gap, the calculation gives 0.3667 Eh. As for the SMILES: C#CCCOB(C#N)N(C(C)C)C(C)C. The value obtained for the molar mass is 206.10 g mol⁻¹.

Each line ends with the Löwdin charge.
CARTESIAN COORDINATES (ANGSTROEM)
1 B 0.0321 0.6820 0.2898  -0.6146
2 C -3.1826 -0.1523 1.4265  0.1301
3 C 0.2550 1.2266 1.6948  -0.0867
4 C -3.3787 0.6112 0.5138  -0.1399
5 C 0.8638 0.0522 -2.6162  -0.0310
6 C -0.5377 -1.7876 -1.4703  -0.0466
7 C 1.3093 -1.6192 2.0112  -0.0358
8 C 2.9794 0.1422 1.1220  -0.0476
9 C -3.2115 1.6847 -0.4209  -0.1530
10 C -1.7616 2.2539 -0.2559  -0.2119
11 C 0.7352 -0.9855 -1.4851  -0.3508
12 C 1.9662 -0.9364 0.7473  -0.3876
13 N 0.4151 1.7497 2.6934  0.1915
14 N 0.9293 -0.3365 -0.1078  0.0409
15 O -0.9403 1.1913 -0.5685  -0.0087
16 H -3.1996 -0.9410 2.1582  0.0402
17 H -0.1922 0.7277 -2.5867  0.1465
18 H 1.6502 0.7324 -2.3568  0.0678
19 H 0.8518 -0.3550 -3.5853  0.0498
20 H -0.6146 -2.5960 -0.7827  0.0712
21 H -0.7535 -2.1520 -2.3972  0.0472
22 H -1.3642 -1.1017 -1.0870  0.0986
23 H 2.0203 -2.4460 2.3474  0.0985
24 H 1.2468 -0.8608 2.8122  0.0579
25 H 0.3193 -1.9460 1.6075  0.0850
26 H 3.9626 -0.2229 0.8922  0.0700
27 H 2.7560 0.2474 2.1960  0.0749
28 H 2.7839 0.9587 0.4566  0.0755
29 H -3.0466 1.2793 -1.4747  0.1522
30 H -3.7534 2.5398 -0.1507  0.1009
31 H -1.6333 2.6587 0.7359  0.1158
32 H -1.5974 3.1180 -0.8878  0.1286
33 H 1.5169 -1.7640 -1.6016  0.1330
34 H 2.5740 -1.6531 0.1302  0.1384

7.
This record from OMol25 describes a molecular structure, C11H19BNO2Yb. The level of theory is wB97M-V/def2-TZVPD.

As for the net charge: +1. The energy above the lowest of the compared OMol25 structures with the same formula, charge and spin comes out at 0.0000 eV. For the HOMO-LUMO gap, the calculation gives 0.1118 Eh. The value obtained for the molar mass is 381.13 g mol⁻¹.

Each line ends with the Löwdin charge.
CARTESIAN COORDINATES (ANGSTROEM)
1 C -2.0829 -4.0262 2.1993  0.0106
2 C -2.0318 -2.4793 1.8395  -0.4814
3 O -1.6025 -1.7301 2.7004  0.0343
4 O -2.5101 -2.0486 0.5999  -0.0375
5 C -1.7614 -0.8630 0.2161  -0.2379
6 B -2.0485 -0.3206 -1.3131  -0.4921
7 C -0.8241 -0.5956 -2.3766  -0.2208
8 C 0.3170 0.4961 -2.3136  -0.2460
9 C 1.6153 -0.1786 -1.7085  -0.1886
10 C 2.6256 0.8494 -1.1059  -0.1330
11 N 2.0674 1.5435 0.0745  -0.0657
12 C 2.7730 2.5220 0.8150  -0.0354
13 C 1.9656 2.9961 1.9301  -0.1597
14 C 0.5869 2.2260 1.8765  -0.2260
15 C 0.8356 1.4095 0.6758  -0.0516
16 H -3.0926 -4.1795 2.6774  0.0921
17 H -1.9671 -4.5786 1.2319  0.0824
18 H -1.2707 -4.2765 2.9286  0.0847
19 H -0.6480 -1.0995 0.2922  0.0902
20 H -1.9457 0.0179 0.9147  0.0827
21 H -3.0554 -0.8245 -1.7244  0.0497
22 H -2.2425 0.8827 -1.2531  0.0350
23 H -0.3821 -1.6133 -2.1651  0.0955
24 H -1.2294 -0.6376 -3.4345  0.0915
25 H 0.0068 1.4561 -1.8159  0.0739
26 H 0.5750 0.7673 -3.3861  0.1097
27 H 2.1423 -0.6930 -2.5676  0.1345
28 H 1.3785 -0.9525 -0.9310  0.1138
29 H 3.5427 0.2766 -0.7720  0.1421
30 H 2.9952 1.6091 -1.8551  0.1436
31 H 3.8067 2.8900 0.5829  0.1463
32 H 2.1920 3.7451 2.7283  0.0818
33 H -0.3240 2.2715 2.5517  0.0803
34 H 0.0457 0.7173 0.2901  0.1021
35 Yb -0.4526 4.4204 1.5975  1.6988